No. 1
The following is a quantum chemistry calculation of a 15-piece molecular cluster, C24H78N6O15 overall in a non-equilibrium geometry, from the OMol25 dataset.

Cartesian coordinates (Å):
C  -0.3923  -0.2622  0.1121
C  0.4337  0.4598  -0.9509
O  0.0677  1.8268  -0.9899
H  -0.2703  0.1348  1.0851
H  -0.0153  -1.3302  0.1681
H  -1.4543  -0.3872  -0.0799
H  0.2087  0.0518  -1.9419
H  1.4627  0.3568  -0.8069
H  0.8807  2.2808  -1.2659
C  -4.4673  1.4158  -2.5479
C  -3.2053  0.6098  -2.2329
O  -3.0513  -0.3072  -3.2709
H  -5.2323  0.8108  -2.9599
H  -4.1043  2.1208  -3.2609
H  -4.8233  1.8798  -1.6849
H  -3.3983  0.0368  -1.3459
H  -2.3573  1.2578  -2.1219
H  -2.4523  0.0378  -3.9709
C  -1.2903  1.6988  3.0851
C  -0.3143  1.6628  4.2131
O  0.1727  2.9078  4.6181
H  -2.1523  2.3968  3.3291
H  -1.6393  0.6878  2.9291
H  -0.9083  2.1688  2.1741
H  0.6137  1.0528  4.0041
H  -0.8393  1.1878  5.0441
H  0.2987  2.8788  5.5451
C  4.5737  1.0598  -1.7059
C  4.0647  -0.0992  -2.6359
O  2.6827  -0.0952  -3.0109
H  3.8277  1.4508  -0.9699
H  4.7557  1.9128  -2.2549
H  5.5587  0.7838  -1.2319
H  4.4387  -0.9542  -2.1529
H  4.4907  -0.0622  -3.5859
H  2.5977  -0.8222  -3.6109
C  0.1617  6.1108  1.0741
C  0.3787  4.5428  1.1121
O  1.1637  4.1488  2.1951
H  1.1307  6.6648  1.0111
H  -0.1453  6.3078  2.0151
H  -0.4963  6.5088  0.3421
H  0.9817  4.2068  0.2381
H  -0.6003  4.0768  1.0911
H  0.6287  3.4288  2.6711
C  -3.3153  -1.2132  2.3321
C  -2.9763  -1.5892  3.8201
O  -4.1983  -1.3932  4.5241
H  -4.1063  -1.8772  2.0041
H  -2.4313  -1.4102  1.6821
H  -3.6123  -0.1472  2.3371
H  -2.2283  -0.9192  4.2091
H  -2.7233  -2.6042  3.8921
H  -3.9423  -0.8442  5.2251
C  -2.8493  -4.1832  -0.3309
C  -3.3723  -2.9662  -0.9829
O  -2.2993  -2.4092  -1.6659
H  -2.5113  -4.0552  0.6691
H  -2.1723  -4.7552  -0.9009
H  -3.5713  -4.9392  -0.1799
H  -3.9033  -2.2902  -0.3829
H  -4.1393  -3.2232  -1.7579
H  -2.7213  -1.8292  -2.2309
C  3.3607  0.3018  1.3721
C  2.4017  1.4318  1.7431
O  2.8377  1.9858  2.9321
H  3.3427  -0.5272  2.0731
H  4.4027  0.5718  1.1301
H  3.0237  -0.1552  0.4091
H  1.3827  0.9588  1.8671
H  2.2417  2.1958  0.9421
H  2.7337  1.3318  3.6101
C  -0.4303  -5.4732  1.3641
C  -0.2093  -3.9682  1.3921
O  -0.8103  -3.3872  2.5121
H  0.1417  -6.0472  0.6151
H  -1.4763  -5.7672  1.2051
H  -0.0263  -5.8902  2.2601
H  -0.4013  -3.5802  0.4481
H  0.7807  -3.7562  1.5681
H  -0.2583  -2.6622  2.8331
C  2.3417  3.4778  -3.0889
O  2.2897  3.2448  -1.7449
N  2.5267  2.5378  -3.9799
N  2.2637  4.6648  -3.5929
H  2.7027  1.6378  -3.6629
H  2.5317  2.8128  -5.0169
H  1.8667  5.3018  -2.9329
H  2.0707  4.6528  -4.6299
C  1.4147  -1.8232  3.9131
O  0.4957  -1.1582  3.1591
N  2.3377  -2.6602  3.4181
N  1.4647  -1.6542  5.2351
H  2.3337  -2.8092  2.3681
H  2.8657  -3.3312  3.9421
H  0.7167  -1.1692  5.7711
H  2.0977  -2.2942  5.7051
C  0.3427  -3.2732  -3.6049
O  0.0247  -1.9422  -3.8799
N  0.1847  -3.8042  -2.4529
N  0.8167  -3.9862  -4.5399
H  -0.3953  -3.2302  -1.7959
H  0.4747  -4.7652  -2.2149
H  0.6227  -3.8232  -5.5229
H  1.2587  -4.9572  -4.3469
C  2.6547  -2.9222  -0.6709
O  2.8827  -2.7172  0.6371
H  3.6577  -2.9812  -1.1209
H  2.1437  -2.0492  -1.1069
H  1.9197  -3.8302  -0.6919
H  3.8247  -2.4672  0.7241
C  -3.0953  3.0308  0.3451
O  -2.2353  3.4268  -0.7229
H  -2.9843  3.5698  1.2871
H  -2.7703  2.0158  0.5841
H  -4.0773  3.1948  0.0431
H  -1.4953  2.7478  -0.8639
C  -0.9743  2.6798  -4.0119
O  -0.1993  2.3928  -5.1739
H  -0.5383  2.1728  -3.1409
H  -2.0513  2.3958  -3.9609
H  -0.9663  3.7268  -3.7339
H  0.7317  2.2428  -4.9289

Energy = -2418.09159 Eh
ΔE to the lowest compared entry with this formula, charge and spin = 0.000 eV
M = 690.915 g mol⁻¹
Multiplicity = 1
Kohn-Sham gap = 8.51 eV
HOMO level = -8.479 eV

These are the Mulliken partial charges, in e, on atoms 1 to 6:
1 C 3.063
2 C 0.543
3 O 2.035
4 H -1.659
5 H -1.223
6 H -0.546


No. 2
The following is a quantum chemistry calculation of a 15-piece molecular cluster, C24H78O27 overall in a non-equilibrium geometry, from the OMol25 dataset.

Cartesian coordinates (Å):
C  6.0429  1.2459  0.6292
C  6.1909  2.6871  0.2882
O  5.2598  3.1475  -0.6993
O  4.8470  0.9553  1.3759
H  6.8831  0.9469  1.2749
H  6.0455  0.6766  -0.3554
H  7.2180  2.6637  -0.1242
H  6.0247  3.3758  1.1055
H  4.3404  2.8982  -0.4457
H  4.1372  0.5413  0.7909
C  4.2290  2.1756  4.8330
C  3.7308  3.1175  3.7275
O  3.0882  2.5156  2.6440
O  5.3317  1.4119  4.4016
H  3.4544  1.5147  5.1809
H  4.6449  2.7813  5.6521
H  4.5918  3.7198  3.3827
H  3.1289  3.8677  4.2737
H  3.7999  2.1079  2.1570
H  4.9030  0.8622  3.7270
C  4.2709  -0.6883  -2.9883
C  3.3474  0.3734  -2.3946
O  2.9456  0.0140  -1.1107
O  3.6270  -1.9198  -3.1541
H  5.1377  -0.7443  -2.3136
H  4.5147  -0.3120  -3.9654
H  2.4257  0.4360  -3.0368
H  3.8307  1.3841  -2.3349
H  2.3864  -0.8104  -1.2009
H  3.8732  -2.3175  -4.0273
C  -3.3990  -1.9166  -3.2303
C  -4.1683  -2.1960  -4.5069
O  -3.8885  -1.0707  -5.3085
O  -3.3450  -3.0563  -2.3664
H  -3.8544  -0.9948  -2.6227
H  -2.3310  -1.5669  -3.4352
H  -5.2670  -2.2354  -4.4170
H  -3.8012  -3.1366  -4.9136
H  -2.9684  -1.1568  -5.4758
H  -3.5675  -2.8068  -1.4588
C  -5.3266  0.1675  -0.5126
C  -4.8863  -0.8591  0.5042
O  -3.8118  -1.5852  -0.1326
O  -4.3563  1.1585  -0.8499
H  -6.2718  0.6325  -0.1445
H  -5.5612  -0.4279  -1.4042
H  -5.8171  -1.4260  0.6381
H  -4.6303  -0.3101  1.4079
H  -3.2838  -1.9985  0.5892
H  -4.1274  1.0512  -1.7544
C  -2.5960  -3.8653  4.0213
C  -2.1586  -3.5501  2.5957
O  -2.6679  -2.2900  2.0632
O  -2.0165  -3.0610  5.0361
H  -2.3689  -4.8902  4.2672
H  -3.6336  -3.8139  4.0705
H  -2.5838  -4.3107  1.9322
H  -1.0303  -3.6597  2.3665
H  -2.3927  -1.5044  2.5786
H  -2.3591  -2.1432  4.9759
C  -2.8624  2.0087  -4.2659
C  -1.4448  1.6860  -3.7116
O  -1.0143  0.4516  -4.2104
O  -3.7990  1.2674  -3.5899
H  -2.8060  1.7829  -5.2795
H  -3.0326  3.0955  -4.2051
H  -1.3811  1.7851  -2.5738
H  -0.8352  2.4448  -4.0958
H  -0.7936  -0.0946  -3.3816
H  -4.0096  0.4527  -4.0869
C  -0.6150  -0.1762  4.7403
C  0.5769  -0.9872  4.2108
O  1.0502  -0.5025  2.9609
O  -1.8784  -0.4017  4.0525
H  -0.3589  0.8702  4.5672
H  -0.6981  -0.4140  5.7684
H  0.2420  -2.0332  4.1608
H  1.3670  -0.9361  4.9273
H  1.4996  -1.1923  2.4031
H  -2.2331  0.4076  3.5724
C  0.4491  3.9260  -0.7683
C  1.6971  3.3365  -1.4807
O  2.4778  2.6286  -0.5414
O  -0.3834  2.8760  -0.3050
H  -0.1127  4.5756  -1.4134
H  0.7609  4.6409  0.0454
H  2.3336  4.1577  -1.8243
H  1.3167  2.6854  -2.2731
H  2.1359  1.7322  -0.6094
H  -0.0455  2.7148  0.6000
C  1.8977  -4.8098  -4.3256
C  2.4417  -4.9973  -2.9445
O  2.0295  -3.9368  -2.0732
O  2.0777  -3.4989  -4.7671
H  0.8427  -5.2237  -4.4111
H  2.5413  -5.3887  -4.9222
H  3.4898  -5.0381  -2.7797
H  2.0332  -5.8863  -2.4123
H  2.4084  -3.1747  -2.5690
H  1.3038  -2.9979  -4.5545
C  -0.2537  -0.5236  -0.7437
C  -0.0706  -1.7971  0.1538
O  1.3319  -2.1066  0.3147
O  0.0094  -0.8462  -2.1446
H  0.3115  0.2758  -0.2721
H  -1.2779  -0.1057  -0.5572
H  -0.5534  -2.6492  -0.3247
H  -0.3167  -1.6096  1.1864
H  1.5957  -2.9221  -0.1577
H  -0.1678  -1.7976  -2.3892
C  -2.4150  3.8675  3.8430
C  -3.4777  2.8044  3.8750
O  -3.0190  1.7627  2.9918
O  -1.1644  3.3535  4.2427
H  -2.6831  4.6503  4.5545
H  -2.4058  4.2058  2.7965
H  -4.4003  3.2348  3.4471
H  -3.7061  2.3671  4.8496
H  -2.8076  2.1108  2.1605
H  -0.7697  2.7788  3.5441
O  0.4446  2.1439  2.2497
H  0.6734  1.2284  2.4715
H  1.2453  2.6404  2.4028
O  -0.6087  -3.4972  -3.2037
H  -0.0751  -4.1652  -2.6552
H  -1.5329  -3.5665  -2.8806
O  -2.9467  3.0027  0.5710
H  -1.9797  3.0707  0.3000
H  -3.4300  2.4478  -0.0656

Energy = -2992.55584 Eh
ΔE to the lowest compared entry with this formula, charge and spin = 0.667 eV
M = 798.861 g mol⁻¹
Multiplicity = 1
Kohn-Sham gap = 9.57 eV
HOMO level = -9.341 eV

These are the Mulliken partial charges, in e, on atoms 1 to 6:
1 C -0.055
2 C -0.408
3 O -0.586
4 O -0.455
5 H 0.406
6 H -0.086


No. 3
The following is a quantum chemistry calculation of C25H100CsF2NO29S2 as an isolated structure in a non-equilibrium geometry, from the OMol25 dataset.

Cartesian coordinates (Å):
Cs  3.6399  -1.7724  -2.4089
N  0.7328  0.0204  -0.4160
S  -0.2411  0.8821  0.3265
O  -0.2443  0.8926  1.7882
O  -1.5579  1.1362  -0.2641
F  0.5526  2.3042  0.0507
S  0.3302  -1.4779  0.2762
O  -1.0727  -1.8937  0.2819
O  1.1957  -1.8291  1.4167
F  0.9474  -2.4001  -0.9478
C  -3.6182  1.9691  4.1325
O  -5.0045  2.2436  4.4044
H  -2.9635  2.3827  4.8995
H  -3.3428  0.9149  4.1009
H  -3.4737  2.3441  3.1193
H  -5.4373  1.9705  3.5922
C  -5.2409  1.0774  -1.8391
O  -5.1599  0.7824  -3.2108
H  -4.2423  1.1922  -1.4177
H  -5.6229  2.0917  -1.7235
H  -5.8659  0.3475  -1.3245
H  -4.6510  -0.0312  -3.2380
C  -5.1633  -5.1094  1.8599
O  -4.8784  -6.4465  1.5012
H  -5.0352  -4.5056  0.9615
H  -6.1727  -4.9919  2.2541
H  -4.5409  -4.9363  2.7378
H  -3.9329  -6.5700  1.3905
C  2.5796  -3.9603  3.6255
O  3.8354  -4.2909  3.1539
H  2.7651  -3.5908  4.6341
H  1.9202  -3.2570  3.1169
H  2.0042  -4.8848  3.6745
H  4.3178  -4.5108  3.9542
C  -4.4534  4.3962  0.4143
O  -5.7813  4.2582  0.7704
H  -3.8332  3.7777  1.0631
H  -4.2481  4.2508  -0.6463
H  -4.1229  5.4293  0.5213
H  -6.2336  5.0833  0.5802
C  3.7957  5.2496  -3.6396
O  3.2926  6.5350  -3.8445
H  3.9071  4.6186  -4.5214
H  4.7594  5.2882  -3.1319
H  3.0770  4.7554  -2.9859
H  2.3354  6.4987  -3.7808
C  -1.5313  1.6115  -4.8993
O  -0.7825  1.1801  -6.0529
H  -1.6083  2.6988  -4.9103
H  -2.5134  1.1475  -4.9906
H  -1.0791  1.1496  -4.0217
H  -1.1954  0.4082  -6.4471
C  -3.8726  -1.0798  1.2848
O  -5.0790  -0.9473  1.9116
H  -3.2189  -0.2221  1.4432
H  -3.4259  -1.9938  1.6762
H  -3.9142  -1.1223  0.1965
H  -5.4765  -0.2139  1.4365
C  0.2205  -5.9858  -3.5249
O  -0.7101  -7.0869  -3.5457
H  0.1814  -5.3179  -4.3854
H  -0.0739  -5.5335  -2.5778
H  1.2642  -6.2979  -3.5608
H  -0.7865  -7.6201  -2.7511
C  -0.3976  5.4084  -2.0072
O  0.6606  6.2740  -2.2848
H  -0.8384  4.9487  -2.8918
H  -0.0852  4.5342  -1.4360
H  -1.3281  5.7925  -1.5892
H  0.4733  7.1331  -1.8997
C  -2.3908  -1.6684  -2.6292
O  -3.6865  -1.5348  -3.2400
H  -2.4140  -2.1515  -1.6524
H  -1.7063  -2.2379  -3.2578
H  -2.0041  -0.6575  -2.4996
H  -4.0147  -2.4370  -3.2389
C  1.2381  -1.5761  -5.5126
O  1.1353  -1.8750  -4.1315
H  0.4094  -0.9338  -5.8105
H  2.1400  -1.0388  -5.8056
H  1.1943  -2.5930  -5.9026
H  0.9385  -1.0643  -3.6564
C  6.9463  -3.5813  0.3004
O  5.9841  -3.4540  -0.7077
H  7.7639  -4.2782  0.1160
H  7.3076  -2.5744  0.5096
H  6.4476  -4.0614  1.1423
H  5.2456  -4.0419  -0.5324
C  4.1737  6.3309  0.1542
O  4.2645  7.4268  -0.8472
H  3.2512  5.7845  -0.0422
H  4.8717  5.5289  -0.0862
H  4.3099  6.6895  1.1744
H  4.2127  7.0141  -1.7124
C  3.3847  0.9464  1.2681
O  3.1674  0.7138  -0.1135
H  3.0464  1.9344  1.5803
H  2.9132  0.2263  1.9369
H  4.4544  0.9195  1.4753
H  2.2473  0.4612  -0.2191
C  1.4188  0.8431  5.0248
O  0.6453  1.8110  4.2823
H  2.4812  0.9014  4.7884
H  1.3548  1.1132  6.0788
H  1.0370  -0.1612  4.8411
H  0.3542  1.5038  3.4207
C  0.4698  4.6443  6.8112
O  0.2589  3.2424  6.8154
H  0.4169  5.0684  7.8139
H  1.4991  4.7441  6.4666
H  -0.0418  5.2490  6.0625
H  0.1985  2.9517  5.9025
C  2.5989  -5.8127  -0.2355
O  3.8055  -5.1841  0.2602
H  2.7933  -6.6378  -0.9206
H  1.8265  -6.1456  0.4579
H  2.1254  -5.1711  -0.9786
H  3.8225  -5.0509  1.2108
C  5.2430  2.4377  -2.1760
O  5.1211  2.9477  -0.8397
H  5.9404  3.0167  -2.7815
H  5.6751  1.4374  -2.1473
H  4.2897  2.3214  -2.6915
H  4.5143  2.3725  -0.3682
C  1.2310  4.6052  2.0633
O  0.1740  4.9174  1.1396
H  1.4620  3.5487  2.1998
H  2.1009  5.2189  1.8294
H  0.9532  4.8971  3.0761
H  0.0908  5.8736  1.1625
C  -7.1342  1.5095  2.1304
O  -5.7648  1.6814  1.7907
H  -7.6815  1.2630  1.2206
H  -7.2731  0.6521  2.7889
H  -7.6168  2.2881  2.7213
H  -5.6477  2.5595  1.4208
C  3.0957  -4.6314  -4.7280
O  3.9361  -4.5980  -3.5724
H  2.1162  -4.2328  -4.4635
H  3.5839  -4.0085  -5.4774
H  3.0296  -5.6646  -5.0691
H  4.7089  -5.1668  -3.6015
C  -1.2071  -5.4213  1.5309
O  -1.4492  -6.7954  1.3474
H  -2.1030  -5.0596  2.0355
H  -0.2595  -5.1497  1.9960
H  -1.1944  -5.0788  0.4962
H  -1.3484  -7.1511  2.2334
C  -1.6734  -2.4361  4.2202
O  -2.9710  -3.0502  3.9151
H  -1.4812  -2.4596  5.2929
H  -0.8605  -3.0591  3.8472
H  -1.6930  -1.4754  3.7058
H  -3.1276  -3.7970  4.4977
C  1.1597  2.0214  -2.9216
O  1.0812  0.6118  -2.8358
H  0.2076  2.4946  -2.6814
H  1.7993  2.4153  -2.1317
H  1.6096  2.4486  -3.8178
H  0.7300  0.4707  -1.9535

Energy = -4264.93133 Eh
ΔE to the lowest compared entry with this formula, charge and spin = 0.000 eV
M = 1114.088 g mol⁻¹
Multiplicity = 1
Kohn-Sham gap = 8.59 eV
HOMO level = -9.119 eV

These are the Mulliken partial charges, in e, on atoms 1 to 6:
1 Cs 1.315
2 N -0.004
3 S -0.316
4 O -0.065
5 O -0.252
6 F -0.342


No. 4
The following is a quantum chemistry calculation of C25H13Br4IN2O8Os as an isolated structure in a non-equilibrium geometry, from the OMol25 dataset.

Cartesian coordinates (Å):
Os  0.1242  -0.1656  0.3139
O  -0.3613  -2.1808  -0.1799
C  0.4344  -3.1255  -0.0615
C  1.7619  -3.1051  0.4348
C  2.4253  -4.3504  0.4704
C  3.7000  -4.4398  0.9935
C  4.3861  -3.3270  1.5138
C  3.7438  -2.1204  1.5445
C  2.4277  -1.9433  0.9843
O  1.9170  -0.7578  1.0296
N  4.3000  -5.7658  0.9758
O  3.6778  -6.6968  0.4891
O  5.4020  -5.8316  1.4856
H  0.0875  -4.1241  -0.4463
H  1.9870  -5.2575  0.0353
H  5.3759  -3.4534  1.8902
H  4.1949  -1.2349  1.9558
Br  -0.4281  1.1663  7.3771
C  -0.3270  1.2556  5.4844
C  -0.1085  2.5160  4.8616
Br  -0.1354  4.0361  5.9361
C  0.1555  2.6303  3.5243
Br  0.5541  4.2235  2.6480
C  0.1086  1.4620  2.7068
O  0.3559  1.5045  1.4338
C  -0.3702  0.2105  3.2875
O  -0.6305  -0.7479  2.5049
C  -0.4628  0.1242  4.7240
Br  -0.5923  -1.5921  5.3748
I  2.8681  0.9956  -2.1565
C  1.1746  0.2004  -3.0906
C  0.9421  0.4309  -4.4371
C  -0.2886  0.0047  -4.9599
C  -1.1797  -0.6627  -4.1371
C  -0.7988  -0.9077  -2.8303
N  0.3511  -0.4650  -2.3174
H  1.6113  0.9887  -5.0530
H  -0.5421  0.1658  -5.9985
H  -2.1571  -0.9284  -4.4762
H  -1.4287  -1.4594  -2.1322
O  -0.1585  2.1278  -1.0663
C  -1.3189  1.7825  -0.9166
O  -1.6149  0.6082  -0.3938
C  -2.4843  2.5986  -1.3468
C  -3.7637  2.0524  -1.2370
C  -4.8367  2.8521  -1.5651
C  -4.6614  4.1104  -2.0852
C  -3.3882  4.6361  -2.2055
C  -2.2927  3.8829  -1.8187
H  -3.8723  1.0327  -0.9205
H  -5.8098  2.4308  -1.3996
H  -5.5283  4.7129  -2.3258
H  -3.2462  5.6306  -2.5744
H  -1.2801  4.2697  -1.8478

Energy = -12356.21222 Eh
ΔE to the lowest compared entry with this formula, charge and spin = 0.000 eV
M = 1106.135 g mol⁻¹
Multiplicity = 5
Kohn-Sham gap (alpha / beta) = 7.08 / 6.17 eV
HOMO level (alpha / beta) = -8.079 / -8.367 eV

These are the Mulliken partial charges, in e, on atoms 1 to 6:
1 Os 1.536
2 O -0.555
3 C 0.280
4 C 0.622
5 C -0.694
6 C -0.383